Record 1
Density functional theory data (ωB97M-V with the def2-TZVPD basis set) for C27H50OP2Pd as an isolated structure.

Structure (XYZ):
```
81
Properties=species:S:1:pos:R:3
Pd 1.2888 -0.5464 -0.3958
C -0.4549 -0.9053 0.6075
C -0.0944 -2.0132 -0.2314
C 1.6100 -1.6893 1.2962
C 0.5993 -0.7242 1.5628
C 1.1844 -2.4840 0.1938
C -1.6879 -0.0710 0.5709
H -2.3127 -0.2902 -0.3013
H -1.4645 1.0066 0.5568
H -2.2962 -0.2474 1.4680
C 0.6134 0.2309 2.7130
H -0.4045 0.3933 3.0912
H 1.0370 1.2101 2.4506
H 1.2212 -0.1809 3.5302
C 2.9024 -1.8254 2.0349
H 2.7517 -1.7588 3.1198
H 3.6155 -1.0397 1.7512
H 3.3746 -2.7871 1.8200
C 1.9266 -3.6521 -0.3550
H 2.4537 -4.1831 0.4408
H 2.6729 -3.3185 -1.0816
H 1.2588 -4.3576 -0.8505
C -0.8951 -2.7084 -1.2846
H -1.1413 -3.7356 -0.9715
H -0.3318 -2.7821 -2.2305
H -1.8416 -2.1942 -1.4849
C -2.3920 2.7761 -1.8219
C -3.4713 2.0872 -2.2131
C -3.5276 1.0309 -3.2793
C -2.7783 1.3519 -4.6025
C -1.4126 0.6488 -4.7564
C -0.7719 0.3431 -3.4295
C -0.4541 1.4573 -2.4467
C -1.0905 2.8298 -2.5455
H -4.5783 0.8308 -3.5585
H -2.6470 2.4301 -4.7237
H -3.1735 0.0793 -2.8439
H -1.0710 3.1828 -3.5888
H -2.4380 3.4203 -0.9408
H -4.4031 2.2645 -1.6713
H -0.4227 3.5174 -2.0005
H -0.6755 1.0669 -1.4383
H -1.2915 -0.4872 -2.9331
H 0.6361 1.6388 -2.3933
H -3.4192 1.0426 -5.4438
H -1.5455 -0.2946 -5.3088
P -0.0771 1.4247 -5.7054
C -0.5125 3.1689 -5.9652
C 0.0854 0.7800 -7.3969
P 1.1716 -0.3321 -3.5255
C 1.4556 0.9027 -4.9176
C 0.9129 -1.9395 -4.3711
C 2.9296 -0.3863 -2.9804
H -0.1014 3.8465 -5.1956
H -1.6018 3.3394 -6.0704
H -0.0951 3.4530 -6.9502
H 0.7054 1.4918 -7.9646
H -0.8919 0.6660 -7.8920
H 0.5906 -0.1900 -7.3326
H 3.5943 -0.2924 -3.8566
H 3.1199 -1.3349 -2.4439
H 3.1101 0.4594 -2.2921
H 2.0380 1.7672 -4.5499
H 2.0838 0.3634 -5.6509
H 1.4518 -2.7261 -3.8201
H 1.3159 -1.9095 -5.3928
H -0.1480 -2.2211 -4.4172
C 1.3936 3.1626 0.3144
C 2.6205 2.3702 -0.1303
C 3.4653 3.2788 -1.0231
C 3.4805 2.0463 1.0925
O 2.2305 1.2500 -0.8555
H 0.7507 3.4008 -0.5487
H 1.7229 4.0999 0.7847
H 0.7927 2.5944 1.0400
H 3.7566 4.1897 -0.4789
H 4.3778 2.7621 -1.3348
H 2.9109 3.5698 -1.9206
H 2.9208 1.4208 1.8010
H 4.3776 1.5054 0.7545
H 3.7840 2.9877 1.5855
```

Values from the calculation:
<S²>: 6.01
LUMO (spin up / spin down), eV: -4.35 / -9.00
ΔE to the lowest compared entry with this formula, charge and spin, kcal/mol: 18.8
Max |F|, eV/Å: 7.25
HOMO energy (spin up / spin down), eV: -11.43 / -14.04
Net charge: +2
Multiplicity: 5

---

Record 2
Density functional theory data (ωB97M-V with the def2-TZVPD basis set) for a 4-piece molecular cluster, C27H51BF2O13 overall.

Structure (XYZ):
```
94
Properties=species:S:1:pos:R:3
C -3.6158 0.3585 6.0138
C -3.2521 -1.1211 6.1908
C -3.3478 -1.9589 4.9141
C -2.1330 -1.8897 4.0051
O -1.7897 -0.5280 3.7786
C -0.8664 -0.2802 2.7259
C -1.6512 -0.1015 1.4308
C -2.3100 1.2803 1.3241
C -3.6772 1.2199 0.6853
F -3.5772 0.7780 -0.6359
C 0.0404 0.8866 3.1047
C 1.1492 0.2439 3.9515
C 2.5591 0.8527 3.7066
C 3.2475 1.5954 4.8593
C 2.6687 2.9607 5.1831
F 1.5586 2.8628 6.0220
B 0.7763 0.0097 5.4941
C 1.5858 -0.9833 6.4112
O -0.2882 0.7104 5.9777
C 1.1661 -1.1549 3.3269
O 2.0280 -2.0013 3.3875
O 0.0372 -1.3687 2.6005
H -4.4186 0.4654 5.2798
H -2.7616 0.9113 5.6205
H -3.9226 0.8054 6.9595
H -3.9259 -1.5557 6.9349
H -2.2411 -1.2093 6.5999
H -3.4613 -3.0121 5.1897
H -4.2380 -1.6841 4.3408
H -1.2904 -2.4385 4.4379
H -2.3758 -2.3735 3.0501
H -1.0323 -0.3318 0.5631
H -2.4475 -0.8535 1.4521
H -2.4438 1.7176 2.3176
H -1.6858 1.9478 0.7244
H -4.3404 0.5313 1.2156
H -4.1461 2.2082 0.6716
H 0.5130 1.1846 2.1601
H -0.4745 1.7405 3.5346
H 2.4523 1.5795 2.8972
H 3.2331 0.0802 3.3344
H 3.2997 0.9941 5.7680
H 4.2857 1.7762 4.5576
H 3.4100 3.5961 5.6755
H 2.3616 3.4691 4.2622
H 1.0519 -1.9259 6.5473
H 1.7498 -0.5307 7.3956
H 2.5645 -1.2124 5.9881
H -0.3161 0.6879 6.9394
C 0.2229 -2.1017 -5.4355
C 0.4550 -0.8475 -4.6238
O 0.0343 -1.0081 -3.2591
C 0.8866 -1.6558 -2.4721
O 1.9640 -2.0897 -2.7921
O 0.3510 -1.7437 -1.2574
C 1.1354 -2.4796 -0.3089
H -0.8196 -2.4128 -5.3614
H 0.4545 -1.9163 -6.4841
H 0.8489 -2.9197 -5.0805
H -0.1493 -0.0258 -5.0028
H 1.5006 -0.5417 -4.6464
H 2.1585 -2.1107 -0.2817
H 1.1339 -3.5397 -0.5575
H 0.6682 -2.3270 0.6561
C -4.8840 -0.4919 -7.0409
C -4.7458 -1.1934 -8.3740
O -4.3255 -0.2898 -9.4107
C -3.0247 -0.0156 -9.4308
O -2.1904 -0.4735 -8.6948
O -2.7975 0.8491 -10.4181
C -1.4333 1.2586 -10.5435
H -5.5502 0.3665 -7.1306
H -5.2958 -1.1766 -6.2998
H -3.9173 -0.1400 -6.6836
H -5.7067 -1.5727 -8.7153
H -4.0476 -2.0275 -8.3168
H -0.7754 0.3958 -10.6161
H -1.1424 1.8714 -9.6919
H -1.3826 1.8447 -11.4558
C 5.0710 0.1068 -3.2754
C 4.9186 -0.4317 -1.8714
O 5.3966 0.5104 -0.8896
C 4.5661 1.5028 -0.5994
O 3.4628 1.6735 -1.0490
O 5.1909 2.3342 0.2407
C 4.4601 3.5227 0.5433
H 6.1038 0.4052 -3.4606
H 4.7909 -0.6616 -3.9955
H 4.4310 0.9750 -3.4306
H 5.5306 -1.3192 -1.7272
H 3.8843 -0.6962 -1.6601
H 3.4560 3.2850 0.8852
H 4.4010 4.1664 -0.3328
H 5.0171 4.0223 1.3312
```

Values from the calculation:
LUMO, eV: 0.57
SMILES string: CCCCO[C@@]1(CCCF)C[C@@](CCCF)(B(C)O)C(=O)O1.CCOC(=O)OC.CCOC(=O)OC.CCOC(=O)OC
Max |F|, eV/Å: 1.07
HOMO energy, eV: -9.99

---

Record 3
Density functional theory data (ωB97M-V with the def2-TZVPD basis set) for a 3-piece molecular cluster, C27H51BFN2O11 overall.

Structure (XYZ):
```
93
Properties=species:S:1:pos:R:3
C -2.0074 -3.3641 -5.8479
C -2.2592 -2.0508 -4.8983
C -1.0884 -1.0073 -5.2583
C -0.8040 0.1082 -4.1409
O -0.7434 -0.4516 -2.7601
C -0.2920 0.6704 -1.9842
C 1.1916 0.8688 -1.5653
B 2.3272 -0.2543 -1.9646
O 3.2337 -0.0264 -3.0482
C 2.3421 -1.5989 -1.0119
C 3.8195 -2.1979 -0.7804
C 1.5620 2.1586 -0.7585
C 3.1081 2.3412 -0.3815
O 3.7118 1.5683 0.4132
O 3.7673 3.4751 -0.9794
C 0.4198 3.1679 -0.4227
C 0.7281 4.5475 0.3703
C 1.4784 4.2189 1.7494
C 2.9102 4.9413 2.0066
N 0.9076 3.3608 2.5664
C -1.0439 2.8476 -0.8551
O -2.1449 3.6854 -0.5700
N -1.3392 1.6226 -1.6124
F -2.6161 1.3586 -1.9824
H -0.9357 -3.3471 -6.2909
H -2.7128 -3.3663 -6.7504
H -2.0766 -4.2970 -5.1928
H -3.2536 -1.6022 -5.2917
H -2.3409 -2.3198 -3.7912
H -1.4458 -0.4323 -6.2011
H -0.0918 -1.4992 -5.5541
H 0.2703 0.5038 -4.3406
H -1.5096 1.0075 -4.2024
H 4.1209 -0.4182 -2.8764
H 1.9391 -1.2519 0.0186
H 1.5820 -2.3580 -1.4167
H 4.0274 -3.0871 -1.4670
H 4.6517 -1.3946 -0.8231
H 3.8500 -2.6076 0.3005
H 3.1986 4.2789 -0.8396
H 1.3529 5.1851 -0.3653
H -0.2950 5.0438 0.5886
H 2.9891 5.9103 1.4040
H 2.9722 5.1033 3.1424
H 3.7172 4.1902 1.6461
H 1.5586 3.2704 3.3691
H -2.0285 4.5868 -0.9507
C -4.8134 2.9575 1.2772
O -5.6781 4.0017 0.8694
C -6.1758 3.7958 -0.4502
C -7.2854 4.7949 -0.7601
O -8.5579 4.3775 -0.2676
C -8.7494 4.5308 1.1402
C -9.0079 5.9789 1.5455
O -7.7749 6.6782 1.6933
C -7.9745 8.0693 1.8658
H -3.9670 2.8698 0.5917
H -4.4366 3.1939 2.2736
H -5.3604 2.0101 1.3267
H -6.5567 2.7731 -0.5490
H -5.3446 3.9472 -1.1506
H -7.4004 4.8444 -1.8471
H -7.0389 5.8013 -0.4149
H -7.9240 4.0901 1.7021
H -9.6469 3.9510 1.3726
H -9.5239 5.9970 2.5131
H -9.6282 6.4733 0.7900
H -8.4392 8.5002 0.9731
H -7.0001 8.5389 2.0102
H -8.5939 8.2653 2.7458
C 8.0347 -7.4203 0.4762
O 7.2374 -7.0417 1.5838
C 7.0836 -5.6282 1.6706
C 6.0283 -5.2738 2.7124
O 4.6975 -5.3381 2.1962
C 4.1667 -6.6554 2.0377
C 3.7413 -7.2829 3.3619
O 4.8630 -7.8731 4.0110
C 4.5545 -8.2829 5.3306
H 9.0261 -6.9624 0.5403
H 8.1468 -8.5053 0.4908
H 7.5446 -7.1323 -0.4599
H 6.7938 -5.2244 0.6936
H 8.0484 -5.2027 1.9718
H 6.1749 -4.2279 2.9984
H 6.1295 -5.8738 3.6189
H 4.8561 -7.2955 1.4844
H 3.2717 -6.5320 1.4209
H 3.0084 -8.0756 3.1677
H 3.2941 -6.5210 4.0100
H 4.2948 -7.4162 5.9469
H 5.4397 -8.7580 5.7563
H 3.7331 -9.0054 5.3295
```

Values from the calculation:
LUMO, eV: -4.93
Max |F|, eV/Å: 6.07
HOMO energy, eV: -10.66
Net charge: +1